(1)
ORCA calculation (ωB97M-V with the def2-TZVPD basis set) on a 7-piece molecular cluster, H12O5S overall.

The value obtained for the energy above the lowest of the compared OMol25 structures with the same formula, charge and spin is 629.5 kJ/mol. The LUMO energy (alpha / beta) comes out at -10.20 / -7.97 eV. The calculation puts the gap between HOMO and LUMO (alpha / beta) at 4.89 / 6.79 eV. The net charge is +1. Its HOMO energy (alpha / beta) is -15.09 / -14.76 eV. For the total energy, the calculation gives -780.984627 hartree. Its spin multiplicity is 2.

Positions of all 18 atoms, in Å:
H: -2.069 0.215 1.497
H: 2.118 -0.675 0.152
O: -0.166 0.090 -1.919
H: -1.466 -2.452 -0.231
H: -2.288 0.716 0.997
O: -1.777 2.112 -0.937
H: 0.728 0.207 -1.499
O: 2.488 -0.080 -0.521
O: 1.080 -2.294 1.406
H: 0.907 3.281 1.573
H: -1.584 1.305 -1.547
S: 0.691 2.214 0.783
H: -0.396 -0.811 -1.587
H: 0.543 -2.602 2.144
H: 2.285 0.810 -0.213
O: -0.589 -2.044 -0.369
H: -0.899 2.299 -0.400
H: 0.395 -2.292 0.673

***

(2)
ORCA calculation (ωB97M-V with the def2-TZVPD basis set) on a 6-piece molecular cluster, H12O6 overall.

The value obtained for the energy above the lowest of the compared OMol25 structures with the same formula, charge and spin is 276.4 kJ/mol. The LUMO energy comes out at -0.07 eV. The SMILES is O.O.O.O.O.O. The calculation puts the gap between HOMO and LUMO at 10.52 eV. Its HOMO energy is -10.58 eV. For the total energy, the calculation gives -458.567198 hartree. Its spin multiplicity is 1.

Positions of all 18 atoms, in Å:
H: -11.293 1.568 15.819
H: -12.384 -0.219 17.493
O: -9.666 -2.078 18.742
H: -11.880 0.745 18.347
H: -11.967 -4.763 14.329
H: -10.766 -0.011 13.986
O: -11.295 -4.681 15.124
H: -11.467 -2.961 15.776
O: -11.394 -2.155 16.307
O: -10.987 2.508 16.173
H: -11.593 -5.208 15.840
H: -11.314 -1.401 15.729
O: -12.690 0.389 18.073
H: -10.152 2.529 16.725
H: -10.299 -2.095 18.065
H: -12.221 0.356 14.150
H: -9.735 -1.319 19.066
O: -11.338 0.468 14.467

***

(3)
ORCA calculation (ωB97M-V with the def2-TZVPD basis set) on C15H45F8K2N4O36P5S8 as an isolated structure.

The LUMO energy comes out at 1.16 eV. The calculation puts the gap between HOMO and LUMO at 7.18 eV. The net charge is -2. Its HOMO energy is -6.02 eV. For the total energy, the calculation gives -10417.520969 hartree. Its spin multiplicity is 1.

Positions of all 123 atoms, in Å:
O: -9.570 -9.185 19.564
H: -25.846 -16.480 15.163
O: -15.421 -12.685 4.280
O: -17.907 -12.703 19.917
P: -16.286 -4.945 5.066
O: -17.089 -11.219 10.119
H: -15.737 -10.844 3.157
H: -15.842 -15.247 6.810
O: -9.839 -8.870 9.334
H: -14.085 -15.151 6.637
O: -13.471 -10.457 18.391
C: -15.723 -6.995 6.558
O: -7.958 -10.572 9.082
H: -15.856 -7.024 7.639
O: -15.135 -15.186 4.952
O: -23.956 -16.625 13.927
O: -9.714 -12.883 8.938
C: -25.293 -17.229 10.747
H: -12.627 -15.819 3.538
H: -16.158 -16.294 17.435
O: -25.913 -18.342 14.296
O: -16.333 -14.586 18.651
H: -23.817 -14.507 13.293
H: -18.699 -16.329 17.958
O: -15.453 -5.133 3.877
C: -23.432 -8.557 11.635
O: -25.671 -17.165 12.106
N: -16.564 -11.307 12.621
N: -16.149 -3.277 14.000
H: -23.368 -15.668 12.052
O: -14.903 -14.508 2.404
F: -8.225 -9.199 10.934
C: -16.119 -11.816 3.470
H: -22.326 -4.364 11.669
O: -16.593 -14.709 21.089
O: -23.852 -19.028 12.816
S: -9.065 -10.013 9.812
S: -16.663 -13.020 12.570
H: -22.835 -5.721 12.729
H: -11.417 -14.512 3.371
H: -18.478 -4.036 2.954
H: -21.203 -6.616 8.846
N: -10.884 -10.102 17.409
O: -16.700 -6.179 5.982
F: -14.096 -4.135 14.871
H: -15.875 -13.889 22.797
H: -14.728 -15.937 18.393
P: -23.866 -6.755 9.779
C: -15.711 -13.844 21.720
H: -26.657 -17.659 16.075
O: -23.058 -7.666 8.734
H: -16.084 -16.772 19.065
O: -11.477 -11.544 19.637
H: -14.705 -6.732 6.272
C: -19.226 -15.512 18.451
C: -15.033 -14.776 6.251
H: -22.430 -15.405 13.430
H: -25.970 -17.893 10.209
H: -17.236 -3.435 7.265
F: -12.160 -12.224 17.597
C: -21.682 -7.494 8.412
P: -17.409 -14.184 19.853
H: -15.654 -2.948 7.924
O: -24.353 -7.890 10.822
F: -18.206 -2.635 13.405
F: -15.345 -13.233 13.415
O: -18.181 -4.490 14.686
F: -9.592 -8.126 17.489
O: -11.525 -11.085 8.638
S: -10.553 -9.024 18.476
H: -16.355 -12.306 2.525
P: -14.738 -14.070 3.819
O: -17.497 -4.480 12.287
S: -10.527 -11.768 9.524
S: -12.057 -10.857 18.452
O: -11.634 -8.101 18.690
H: -21.617 -7.492 7.324
S: -15.220 -4.650 13.826
H: -14.660 -14.067 21.535
H: -24.279 -17.542 10.500
H: -21.056 -8.294 8.808
O: -24.952 -5.936 9.180
N: -9.786 -10.794 10.802
O: -17.710 -13.561 13.442
O: -18.496 -15.343 19.674
O: -13.174 -13.837 4.159
P: -24.743 -17.889 13.221
S: -17.360 -3.952 13.627
H: -19.259 -14.568 17.907
C: -22.960 -5.247 11.755
C: -16.226 -3.773 7.500
C: -17.859 -3.474 3.653
H: -24.012 -4.965 11.762
H: -20.251 -15.668 18.789
F: -17.815 -9.595 11.736
H: -27.474 -16.992 14.692
K: -17.673 -9.575 16.462
H: -16.898 -3.153 3.250
O: -17.698 -4.221 4.814
C: -26.503 -17.342 15.043
K: -12.808 -10.040 13.482
F: -11.507 -12.644 10.509
C: -15.818 -15.943 18.410
H: -15.841 -12.792 21.468
H: -25.613 -16.266 10.348
H: -23.496 -8.202 12.663
S: -17.606 -11.195 11.531
O: -14.367 -4.812 12.647
H: -16.012 -7.979 6.190
O: -15.621 -3.934 6.189
C: -23.471 -15.527 13.128
O: -15.691 -5.929 14.440
O: -22.646 -6.008 10.646
H: -11.869 -15.196 4.919
H: -17.073 -11.659 3.973
C: -12.263 -14.879 3.953
H: -14.962 -13.705 6.444
O: -16.286 -13.736 11.335
H: -22.418 -8.477 11.243
O: -18.969 -11.623 11.717
H: -16.212 -4.681 8.102
H: -23.647 -9.625 11.684
H: -18.406 -2.569 3.917

***

(4)
ORCA calculation (ωB97M-V with the def2-TZVPD basis set) on a 2-piece molecular cluster, C11H23ClNO overall.

The value obtained for the energy above the lowest of the compared OMol25 structures with the same formula, charge and spin is 396.5 kJ/mol. The LUMO energy (alpha / beta) comes out at -3.69 / -2.63 eV. The calculation puts the gap between HOMO and LUMO (alpha / beta) at 6.73 / 9.40 eV. The net charge is +1. Its HOMO energy (alpha / beta) is -10.42 / -12.03 eV. For the total energy, the calculation gives -1022.696549 hartree. Its spin multiplicity is 1.

Positions of all 37 atoms, in Å:
H: 0.817 -1.279 -0.632
H: 3.490 2.113 -2.820
H: 1.369 0.071 -2.285
C: 2.610 1.362 -0.999
C: -3.280 -1.931 -1.298
C: 3.725 1.544 -1.889
C: -0.014 2.286 1.808
H: 1.008 0.452 4.226
N: -1.332 -0.919 -0.187
H: 4.579 1.993 -1.341
H: 0.498 2.308 0.765
H: -4.292 -1.588 -1.302
H: -0.713 -2.999 -0.397
H: 4.104 0.558 -2.214
H: -1.888 -0.313 0.449
H: 0.498 3.031 2.519
C: -2.083 -0.889 -1.487
H: -3.265 -3.606 0.300
C: -2.914 -2.529 0.069
C: 1.168 0.544 3.131
H: -3.413 -2.094 0.981
H: 2.962 0.468 -0.433
Cl: -1.364 0.198 2.853
H: 0.845 1.900 -2.319
H: 2.001 1.157 3.093
H: -1.345 -1.166 -2.255
H: -1.036 2.551 1.538
C: 0.018 0.992 2.399
H: 1.461 -0.476 2.811
C: -1.418 -2.325 0.258
C: 1.243 1.038 -1.713
H: 2.321 2.105 -0.232
H: -2.413 0.171 -1.670
C: 0.031 -0.477 -0.287
H: -0.991 -2.403 1.351
H: -3.191 -2.651 -2.049
O: 0.202 0.804 -0.742

***

(5)
ORCA calculation (ωB97M-V with the def2-TZVPD basis set) on a single C3H6N2OS molecule.

The value obtained for the energy above the lowest of the compared OMol25 structures with the same formula, charge and spin is 209.3 kJ/mol. The LUMO energy comes out at 0.38 eV. The SMILES is C/N=C\N(S)C=O. The calculation puts the gap between HOMO and LUMO at 10.07 eV. Its HOMO energy is -9.69 eV. For the total energy, the calculation gives -700.809474 hartree. Its spin multiplicity is 1.

Positions of all 13 atoms, in Å:
N: 1.180 -1.071 0.421
H: 2.500 0.492 -0.007
C: 2.009 -0.346 -0.522
C: -0.017 -0.842 0.603
O: -2.663 -1.073 -0.192
S: -0.243 1.869 0.070
C: -2.130 0.015 -0.252
N: -0.779 0.268 0.023
H: -0.579 2.200 1.404
H: 1.377 0.109 -1.332
H: -2.745 0.891 -0.539
H: 2.719 -1.052 -0.938
H: -0.630 -1.459 1.261

***

(6)
ORCA calculation (ωB97M-V with the def2-TZVPD basis set) on a 2-piece molecular cluster, C3H11N3 overall.

The value obtained for the energy above the lowest of the compared OMol25 structures with the same formula, charge and spin is 586.9 kJ/mol. The LUMO energy (alpha / beta) comes out at 1.06 / 1.10 eV. The calculation puts the gap between HOMO and LUMO (alpha / beta) at 8.20 / 8.00 eV. Its HOMO energy (alpha / beta) is -7.14 / -6.90 eV. For the total energy, the calculation gives -284.954285 hartree. Its spin multiplicity is 1.

Positions of all 17 atoms, in Å:
H: 1.599 -1.954 0.466
C: 1.218 0.042 0.845
N: -2.177 0.949 -0.324
N: -1.965 -0.115 0.618
H: 0.173 1.874 0.528
H: -0.022 -1.436 -0.085
C: 1.159 -1.163 -0.012
H: 1.492 0.061 1.833
H: 1.276 1.178 -0.824
C: 1.203 1.386 0.235
H: -1.930 -1.993 0.625
H: -1.301 1.145 -0.652
N: -1.818 -1.250 -0.051
H: 1.406 -1.041 -0.985
H: -2.609 1.773 0.034
H: 1.982 2.088 0.464
H: -1.741 -1.393 -1.070